Record 1
# C13H33CrF14FeN15O44S10

C13H33CrF14FeN15O44S10 as an isolated structure in a non-equilibrium geometry (ωB97M-V/def2-TZVPD, the OMol25 dataset).

Structure (XYZ):
```
131
Properties=species:S:1:pos:R:3:forces:R:3:mulliken_spin:R:1
Fe -1.512 -2.682 0.594 -0.616 0.720 0.654 4.10
Cr -1.465 2.569 2.196 1.823 1.774 0.751 3.90
C 1.236 6.158 3.572 -1.308 -1.127 -1.582 0.00
F 2.379 5.810 4.089 1.608 -0.041 -0.327 0.00
F 0.345 5.776 4.468 -1.410 -0.194 0.573 0.00
F 1.149 7.474 3.448 0.281 0.151 -0.282 0.00
S 0.831 5.253 1.789 0.601 3.012 -4.781 -0.01
O 2.161 4.978 1.196 -1.046 -0.206 1.993 0.00
O 0.067 4.015 2.039 -0.395 -0.045 1.070 -0.07
O 0.123 6.243 0.889 1.602 -2.217 3.916 0.00
C -4.827 -0.496 2.713 0.414 -1.113 -0.986 0.01
F -5.407 -0.354 3.882 0.288 0.206 0.227 0.00
F -5.231 -1.679 2.183 0.682 0.953 0.638 0.00
F -5.160 0.471 1.895 -0.234 0.263 -0.013 0.00
S -2.899 -0.440 2.843 0.760 -1.130 4.846 0.05
O -2.504 -0.725 4.257 -1.313 0.243 -3.560 0.01
O -2.463 -1.499 1.898 0.140 -0.100 -0.437 0.09
O -2.505 0.886 2.440 -0.998 -0.005 -0.619 -0.12
N -0.850 -3.753 2.002 5.586 -1.419 1.493 0.08
S -1.473 -4.779 2.952 -11.222 -3.788 3.450 0.01
O -1.758 -4.350 4.316 2.130 -0.591 -1.979 0.02
O -1.426 -6.207 2.653 1.367 2.546 0.367 0.02
F -2.948 -4.408 2.285 0.375 -0.291 0.146 0.01
S 0.728 -4.251 2.557 7.745 3.858 -1.182 0.01
O 1.258 -5.524 2.116 -1.874 1.254 0.855 0.01
O 1.242 -3.607 3.779 -2.597 -2.155 -1.809 0.02
F 1.477 -3.257 1.516 -0.652 -0.356 -0.072 0.01
N -2.675 3.693 0.941 -2.541 3.324 -0.509 0.05
S -3.716 3.253 -0.143 -2.837 -5.800 -4.847 0.01
O -3.445 3.713 -1.502 -0.308 0.776 2.091 0.00
O -5.094 2.969 0.204 1.394 1.267 0.329 0.00
F -3.209 1.773 -0.264 1.023 -1.125 0.271 0.01
S -3.274 5.313 0.817 5.839 7.547 3.293 0.03
O -4.677 5.604 0.783 0.646 -1.361 -0.127 0.00
O -2.322 6.270 0.219 -3.184 -3.161 -0.411 0.00
F -2.803 5.751 2.357 -1.291 -1.357 -0.396 0.00
N -0.537 -1.221 -0.102 3.108 3.918 2.913 -0.01
S -0.122 -0.656 -1.474 -1.464 -1.656 -11.102 0.06
O 1.090 -1.218 -2.040 -0.500 0.949 1.321 0.02
O -0.578 0.651 -1.929 1.271 -2.022 2.245 0.01
F -1.178 -1.636 -2.124 -0.766 -0.282 -0.788 0.02
S 0.406 0.009 0.606 1.250 2.584 7.921 0.19
O -0.384 1.170 0.956 1.143 -1.723 -1.932 -0.03
O 1.793 0.178 0.236 -2.456 -0.884 -0.372 0.00
F 0.478 -0.673 2.063 0.056 -0.270 -1.134 0.02
N -3.049 -3.097 -0.372 -1.571 -4.081 -2.654 0.14
S -4.293 -2.374 -1.009 -5.062 7.858 -0.588 0.01
O -5.549 -2.625 -0.316 2.193 -0.488 -1.727 0.02
O -4.260 -2.009 -2.433 0.119 -2.252 2.683 0.02
F -3.840 -1.031 -0.368 0.129 1.343 0.256 0.00
S -3.461 -4.533 -1.215 2.349 -6.441 -1.845 0.01
O -2.870 -4.609 -2.565 -1.917 0.913 3.395 0.02
O -4.734 -5.182 -0.928 1.847 2.291 -0.656 0.02
F -2.503 -5.429 -0.322 0.418 0.343 -0.140 0.01
C 0.320 0.695 5.839 0.942 0.481 0.486 0.00
N 0.483 1.842 4.892 0.911 2.173 0.929 0.01
O 1.262 2.789 5.261 -3.077 -3.262 -1.785 0.02
O -0.231 1.793 3.892 1.005 0.268 0.483 0.04
H -0.147 -0.196 5.419 0.201 0.421 -0.457 0.00
H -0.296 1.070 6.656 0.061 0.093 -0.084 0.00
H 1.351 0.569 6.170 -0.262 -0.496 0.230 0.00
C -2.597 5.064 6.098 -0.776 2.742 -0.567 0.00
N -2.214 3.884 5.381 1.291 -0.184 -1.605 0.00
O -2.196 2.837 5.960 -0.181 -1.075 0.494 0.00
O -1.854 4.047 4.207 -0.694 -0.328 1.098 0.07
H -2.790 5.788 5.307 -0.448 -0.015 -0.015 0.00
H -1.767 5.570 6.590 0.192 -0.864 0.441 0.00
H -3.496 4.944 6.704 0.451 -0.407 0.091 0.00
C -3.312 -3.195 -5.449 0.058 -1.191 0.316 0.00
N -3.129 -3.126 -6.906 0.049 -0.053 0.801 0.00
O -3.530 -4.072 -7.564 0.422 1.038 -0.338 0.00
O -2.489 -2.155 -7.258 -0.223 -0.071 -1.287 0.00
H -3.903 -4.099 -5.302 -0.157 0.426 0.470 0.00
H -3.699 -2.271 -5.018 0.002 -0.183 -0.239 0.00
H -2.295 -3.392 -5.108 -0.078 0.182 0.366 0.00
C -0.667 3.453 -3.013 0.771 -0.851 0.318 0.00
N -0.381 4.157 -1.714 -1.796 1.218 -0.320 0.00
O -0.722 5.328 -1.603 0.966 -1.344 -0.577 0.00
O 0.018 3.441 -0.817 0.262 0.143 -0.106 0.01
H -1.391 2.679 -2.760 -0.200 0.368 -0.126 0.00
H 0.262 2.914 -3.198 0.024 0.079 -0.306 0.00
H -0.969 4.073 -3.858 0.024 0.305 0.600 0.00
C 6.102 -1.377 -0.573 0.172 0.639 0.283 0.00
N 4.887 -2.080 -0.917 -1.866 -0.877 1.749 0.00
O 4.048 -2.213 -0.017 0.772 0.290 -0.915 0.00
O 4.798 -2.595 -1.995 -0.119 -0.307 -1.306 0.00
H 5.780 -0.569 0.083 0.404 0.010 -0.067 0.00
H 6.568 -1.037 -1.498 0.174 -0.141 0.343 0.00
H 6.652 -2.136 -0.016 0.441 0.351 -0.109 0.00
C 4.546 -1.719 3.309 0.559 -1.413 -1.215 0.00
N 3.900 -0.828 4.248 2.562 0.690 1.132 0.00
O 2.740 -0.679 4.197 -3.278 0.145 -0.334 0.00
O 4.636 -0.252 5.038 0.230 -0.161 -0.017 0.00
H 5.032 -1.129 2.532 -0.030 0.127 0.228 0.00
H 3.822 -2.375 2.826 -0.164 0.280 0.178 0.00
H 5.284 -2.331 3.827 -0.027 0.313 0.082 0.00
C 3.904 0.666 -3.200 0.513 0.705 0.402 0.00
N 3.487 2.029 -2.721 -1.191 0.628 1.060 0.00
O 4.158 3.009 -3.047 -0.830 -1.309 0.383 0.00
O 2.445 2.047 -2.036 2.056 0.295 -1.367 0.00
H 3.563 -0.049 -2.451 -0.477 0.013 -0.529 0.00
H 4.994 0.650 -3.238 -0.091 0.167 -0.227 0.00
H 3.481 0.610 -4.202 -0.043 -0.519 0.228 0.00
C 2.172 -3.762 -5.402 -0.993 0.285 -0.568 0.00
N 1.248 -4.249 -6.510 -0.557 -0.271 -1.625 0.00
O 1.677 -5.142 -7.237 0.227 0.497 0.911 0.00
O 0.140 -3.752 -6.690 1.258 -0.034 1.001 0.00
H 2.330 -4.653 -4.795 0.107 0.414 0.124 0.00
H 1.653 -2.923 -4.940 -0.078 -0.383 0.394 0.00
H 3.091 -3.370 -5.838 -0.076 -0.474 -0.207 0.00
C 1.922 -4.504 -1.722 1.104 0.208 0.931 0.00
N 0.466 -4.344 -1.604 -0.733 -1.805 -5.087 0.01
O -0.006 -3.841 -0.643 -0.872 1.448 3.152 0.03
O -0.228 -4.736 -2.549 1.676 0.495 1.392 0.00
H 2.439 -3.568 -1.932 -0.685 0.349 -0.585 0.00
H 2.170 -5.277 -2.450 -0.281 0.121 0.334 0.00
H 2.310 -4.652 -0.714 -0.193 -0.711 0.025 0.00
C -1.142 0.675 -6.328 0.584 -0.382 0.996 0.00
N -1.433 -0.099 -5.053 0.060 0.403 0.567 0.00
O -0.622 -0.968 -4.720 -1.055 0.963 -0.487 0.00
O -2.404 0.268 -4.398 0.952 -0.771 -0.712 0.00
H -2.040 0.696 -6.945 0.365 -0.258 -0.007 0.00
H -0.231 0.199 -6.692 -0.536 -0.044 -0.627 0.00
H -0.862 1.678 -6.006 -0.300 0.027 0.091 0.00
C 4.177 2.699 1.360 -0.358 1.292 0.032 0.00
N 3.480 2.612 2.720 0.837 -1.058 0.537 0.00
O 2.400 2.000 2.689 1.927 1.355 0.695 0.01
O 4.131 2.983 3.738 -2.220 -0.868 -2.645 0.00
H 3.491 3.118 0.622 -0.515 -0.301 0.335 0.00
H 4.499 1.711 1.032 -0.001 0.025 0.467 0.00
H 4.962 3.453 1.404 0.226 -0.476 0.431 0.00
```
Positions in Å, forces in eV/Å.

- charge = -1
- ⟨S²⟩ = 24.77
- max |F| (Eh/bohr) = 0.2399
- multiplicity = 10
- electronic energy (eV) = -335623.1810

***

Record 2
# C13H33CrN4O7

C13H33CrN4O7 as an isolated structure in a non-equilibrium geometry (ωB97M-V/def2-TZVPD, the OMol25 dataset).

Structure (XYZ):
```
58
Properties=species:S:1:pos:R:3:forces:R:3:mulliken_spin:R:1
Cr 15.087 -15.410 -13.552 -2.439 -1.816 -2.860 3.23
O 14.693 -16.788 -12.278 0.884 1.930 -1.000 -0.05
H 15.161 -17.558 -12.622 0.024 -0.224 0.293 0.01
O 15.545 -13.792 -14.336 0.408 -1.234 1.223 -0.05
H 15.186 -12.936 -14.557 -0.272 0.036 0.188 0.01
C 13.299 -16.679 -15.872 -0.943 1.346 0.112 -0.02
O 14.350 -16.313 -15.059 1.960 0.975 2.330 -0.12
H 13.430 -16.129 -16.814 0.080 -0.711 -0.350 -0.01
H 13.208 -17.761 -15.965 0.173 -0.030 -0.303 0.00
H 12.329 -16.282 -15.528 0.076 -0.288 0.309 0.01
C 8.050 -18.854 -18.639 -0.288 -0.698 0.012 0.00
O 7.506 -19.818 -19.129 -0.346 -0.109 -0.075 0.00
N 8.800 -18.905 -17.509 -0.265 0.803 0.117 0.00
C 9.780 -17.884 -17.283 0.359 0.524 0.196 0.00
C 8.821 -20.068 -16.668 0.856 -1.326 -0.793 0.00
H 7.911 -17.856 -19.077 0.422 0.191 0.061 0.00
H 10.765 -18.248 -17.591 0.106 0.171 0.072 0.00
H 9.836 -17.545 -16.244 -0.093 -0.380 0.118 0.00
H 9.541 -16.977 -17.840 -0.022 -0.175 -0.278 0.00
H 8.128 -20.811 -17.062 -0.662 0.427 0.381 0.00
H 9.745 -20.657 -16.793 0.267 0.542 0.168 0.00
H 8.711 -19.817 -15.616 -0.305 0.015 0.001 0.00
C 12.069 -21.943 -15.885 -0.388 0.384 1.209 0.00
O 12.004 -22.433 -16.986 0.070 -0.021 -0.243 0.00
N 13.005 -21.084 -15.416 1.360 0.030 -0.704 0.00
C 13.132 -20.668 -14.042 -1.308 0.272 -0.047 0.00
C 14.160 -20.752 -16.223 -0.115 0.989 -1.055 0.00
H 11.314 -22.091 -15.082 -0.108 -0.305 -0.292 0.00
H 13.920 -21.181 -13.495 0.053 -0.111 -0.036 0.00
H 12.155 -20.819 -13.575 0.230 -0.175 0.300 0.00
H 13.297 -19.589 -14.014 0.232 -0.002 0.048 0.00
H 15.109 -21.080 -15.807 -0.045 -0.297 0.003 0.00
H 14.026 -21.058 -17.260 0.033 -0.752 0.242 0.00
H 14.249 -19.667 -16.377 -0.027 0.012 0.618 0.00
C 16.949 -19.470 -18.242 -0.112 0.603 0.163 0.00
O 16.919 -19.813 -17.079 0.110 -0.272 0.288 0.00
N 16.757 -18.199 -18.663 -0.346 -0.187 -0.548 0.00
C 16.415 -17.100 -17.754 1.561 -1.037 -0.356 0.00
C 16.700 -17.931 -20.086 0.775 0.482 -0.459 0.00
H 17.143 -20.165 -19.072 0.008 -0.064 -0.010 0.00
H 15.594 -16.573 -18.227 -0.352 0.199 0.704 0.00
H 17.305 -16.467 -17.659 -0.254 0.357 -0.247 0.00
H 16.330 -17.548 -16.767 -0.948 0.229 0.014 0.00
H 16.855 -16.862 -20.240 -0.147 -0.005 0.024 0.00
H 17.545 -18.394 -20.601 -0.083 -0.195 0.056 0.00
H 15.788 -18.216 -20.615 -0.205 -0.069 0.357 0.00
C 13.864 -14.549 -19.936 -0.037 -0.200 -0.964 0.00
O 13.420 -15.002 -20.980 0.096 0.277 0.541 0.00
N 14.473 -13.348 -19.803 -0.367 0.406 0.789 0.00
C 15.097 -12.979 -18.527 0.792 -0.948 -1.089 0.00
C 14.521 -12.372 -20.859 -0.672 0.479 -0.463 0.00
H 13.831 -15.134 -19.001 0.026 0.148 0.081 0.00
H 16.160 -13.167 -18.719 0.137 0.167 0.706 0.00
H 14.738 -13.662 -17.762 0.073 0.157 0.225 0.00
H 15.003 -11.936 -18.236 -0.503 0.029 -0.164 0.00
H 13.951 -11.484 -20.559 0.221 0.023 0.105 0.00
H 15.527 -12.052 -21.137 0.115 -0.216 0.206 0.00
H 14.014 -12.732 -21.752 0.144 -0.361 0.076 0.00
```
Positions in Å, forces in eV/Å.

- ⟨S²⟩ = 3.82
- max |F| (Eh/bohr) = 0.0812
- relative energy (zero: lowest compared OMol25 entry of this formula, charge and spin) (kJ/mol) = 109.63
- multiplicity = 4
- electronic energy (eV) = -62728.4081

***

Record 3
# C13H33FN9O14

A 8-piece molecular cluster, C13H33FN9O14 overall in a non-equilibrium geometry (ωB97M-V/def2-TZVPD, the OMol25 dataset).

Structure (XYZ):
```
70
Properties=species:S:1:pos:R:3:forces:R:3:mulliken_charge:R:1
C 4.339 3.309 4.051 0.526 -1.145 -1.039 -1.13
C 3.193 2.988 3.079 0.643 -0.736 -1.741 0.42
C 3.161 3.865 1.775 -0.052 -0.090 0.536 -0.72
N 2.343 2.048 3.296 0.092 3.175 2.827 -0.24
N 1.080 2.252 3.945 -0.844 -1.564 -1.499 -0.67
C 0.045 2.736 3.017 0.019 -0.596 -0.033 0.81
C -0.691 4.023 3.528 0.590 -0.454 -0.303 -0.62
C 0.189 5.032 4.277 -1.132 0.617 -0.439 -0.35
F 0.637 4.604 5.519 0.096 0.090 -0.265 -0.29
H 4.818 2.345 4.307 -0.230 0.428 0.275 0.28
H 5.118 3.910 3.549 -0.244 0.093 0.447 0.36
H 3.961 3.788 4.971 -0.003 -0.110 -0.337 0.19
H 2.183 4.358 1.619 0.227 -0.183 0.101 0.00
H 3.326 3.160 0.942 -0.055 0.397 0.108 0.11
H 3.954 4.632 1.765 -0.259 -0.200 -0.101 0.45
H 0.421 2.869 1.974 -0.175 0.149 0.906 -0.40
H -0.752 1.941 2.932 0.032 0.513 -0.246 -0.20
H -1.562 3.721 4.130 0.315 0.316 0.048 0.38
H -1.072 4.556 2.631 0.005 -0.117 0.427 0.19
H 1.009 5.407 3.639 0.114 -0.567 0.436 0.16
H -0.445 5.922 4.481 0.257 -0.265 -0.008 0.35
C 1.522 3.719 -1.990 0.170 0.085 -0.138 -0.64
N 0.683 3.695 -0.765 0.066 0.029 0.006 0.85
O 0.235 4.754 -0.367 -0.057 -0.106 0.005 -0.56
O 0.506 2.614 -0.246 -0.089 0.054 -0.281 -0.41
H 1.595 4.742 -2.343 -0.060 -0.007 0.077 0.33
H 2.502 3.331 -1.721 -0.067 -0.068 0.059 0.31
H 1.037 3.086 -2.733 0.163 0.109 0.337 0.11
C -1.130 -1.240 3.350 0.033 0.306 0.225 -0.63
N -1.899 -1.392 2.090 -0.028 0.267 0.279 0.87
O -2.757 -0.573 1.840 -0.047 -0.239 -0.187 -0.58
O -1.609 -2.338 1.375 -0.335 0.304 -0.063 -0.51
H -1.488 -0.359 3.872 0.031 0.057 -0.143 0.36
H -1.292 -2.135 3.945 0.139 -0.096 -0.161 0.25
H -0.082 -1.127 3.081 0.003 -0.093 0.122 0.15
C 0.270 2.416 -6.665 -0.048 -0.237 -0.101 -0.72
N 0.324 3.010 -5.302 -0.047 -0.092 -0.030 0.86
O 0.068 2.282 -4.362 -0.094 0.036 -0.277 -0.54
O 0.623 4.183 -5.227 -0.021 -0.085 0.034 -0.50
H -0.007 1.371 -6.577 0.007 0.046 0.090 0.32
H -0.474 2.968 -7.232 0.101 0.082 0.001 0.28
H 1.257 2.520 -7.107 -0.049 0.119 -0.011 0.28
C -3.084 -2.683 -1.210 -0.209 0.055 0.003 -0.59
N -3.381 -3.625 -2.324 -0.042 0.383 0.284 0.97
O -4.550 -3.816 -2.606 0.260 -0.037 -0.015 -0.56
O -2.428 -4.143 -2.877 -0.218 -0.014 0.086 -0.56
H -4.019 -2.304 -0.815 0.000 -0.061 -0.046 0.35
H -2.541 -3.232 -0.451 0.113 0.103 -0.062 0.13
H -2.479 -1.876 -1.615 0.145 -0.114 0.062 0.30
C -3.988 -5.701 -4.726 -0.300 -0.138 -0.185 -0.72
N -4.279 -6.646 -5.842 -0.022 0.069 0.089 0.88
O -5.444 -6.840 -6.129 0.123 -0.073 -0.082 -0.54
O -3.325 -7.161 -6.392 -0.122 -0.016 -0.024 -0.54
H -4.923 -5.325 -4.337 -0.019 -0.082 -0.097 0.35
H -3.446 -6.251 -3.965 0.129 0.048 -0.107 0.26
H -3.386 -4.894 -5.130 0.121 -0.119 0.039 0.29
C 2.104 -1.485 1.053 0.213 0.572 0.047 -0.52
N 2.610 -2.313 2.179 0.034 0.103 -0.175 1.11
O 3.581 -3.020 1.967 -0.115 -0.040 0.121 -0.64
O 2.021 -2.232 3.233 0.105 -0.124 -0.015 -0.55
H 2.727 -1.666 0.185 -0.012 -0.092 0.063 0.29
H 1.083 -1.784 0.864 -0.022 0.092 0.116 0.08
H 2.160 -0.440 1.360 -0.015 -0.031 0.170 0.23
C -0.193 -5.670 -0.069 -0.146 -0.151 0.068 -0.72
N 0.215 -4.348 0.476 0.110 0.218 0.118 0.92
O 0.135 -4.170 1.668 0.298 -0.467 0.057 -0.46
O 0.608 -3.513 -0.321 -0.228 -0.526 -0.299 -0.49
H -0.516 -6.299 0.754 0.040 0.097 0.043 0.32
H -1.006 -5.498 -0.771 0.130 0.034 -0.107 0.14
H 0.672 -6.098 -0.568 -0.046 0.090 -0.092 0.30
```
Positions in Å, forces in eV/Å.

- charge = -1
- max |F| (Eh/bohr) = 0.0827
- multiplicity = 1
- electronic energy (eV) = -58785.4069

***

Look up the electronic energy of the third one.
-58785.4069 eV

***

Which value of max |F| does entry 3 give?
0.0827 Eh/bohr

***

Which of these has the highest electronic energy?
C13H33FN9O14

***

multiplicity of number 3 (C13H33FN9O14)?
1